# 1
Below is a 2-piece molecular cluster, C20H25N3O5S overall in a non-equilibrium geometry, with properties calculated with the ωB97M-V functional and the def2-TZVPD basis.

Its energy relative to the best compared isomer or geometry (same formula, charge and spin) is 94.1 kJ/mol. The molar mass is 419.503 g/mol. Its SMILES is CNC(=O)[C@H](Cc1ccccc1)NC(C)=O.CNC(=O)c1scc2c1OCCO2. The calculation puts the total energy at -1715.7928 Eh.

```
! wB97M-V def2-TZVPD RIJCOSX def2/J DEFGRID3
* xyz 0 1
O -1.619 1.183 1.617
O 0.576 1.536 -5.978
O 0.069 -2.170 -2.575
O -0.088 -1.577 6.695
O -2.217 0.202 5.752
S 0.393 -0.669 2.905
C -1.863 0.998 2.801
C -0.437 1.432 -5.299
C 0.380 -1.569 -3.597
C 0.753 -1.453 4.435
C -0.151 -1.119 5.404
C -1.198 -0.218 4.925
C -1.020 0.119 3.600
C 4.505 -0.861 -0.277
C 4.591 0.041 -1.352
C 3.247 -1.302 0.171
C 3.419 0.501 -1.981
C 2.076 -0.845 -0.460
C 2.158 0.055 -1.540
N -2.939 1.641 3.374
N 0.476 -2.260 -4.739
N -0.509 0.684 -4.200
C -1.696 2.161 -5.707
C -3.824 2.550 2.659
C 0.826 -1.752 -6.068
C -0.966 -0.877 7.596
C -2.335 -0.572 6.962
C 0.895 0.561 -2.213
C 0.619 -0.042 -3.602
H 1.598 -2.111 4.599
H 5.406 -1.213 0.206
H 5.557 0.384 -1.694
H 3.179 -1.999 0.993
H 3.488 1.201 -2.801
H 1.109 -1.194 -0.125
H -3.098 1.446 4.361
H 0.292 -3.247 -4.646
H -1.385 0.654 -3.704
H -1.993 2.840 -4.910
H -2.490 1.443 -5.899
H -1.495 2.732 -6.613
H -4.330 2.026 1.842
H -4.582 2.951 3.338
H -3.256 3.389 2.242
H 0.030 -1.109 -6.448
H 1.754 -1.177 -6.029
H 0.961 -2.585 -6.759
H -1.111 -1.483 8.495
H -0.496 0.063 7.903
H -2.952 -0.024 7.680
H -2.845 -1.515 6.739
H 0.987 1.644 -2.316
H 0.038 0.371 -1.565
H 1.513 0.134 -4.200
*
```

Need the Mulliken charges? In units of e they are: number 1, O, carries -0.675; number 2, O, carries -0.622; number 3, O, carries -0.681; number 4, O, carries -0.456; number 5, O, carries -0.510; number 6, S, carries -0.052; number 7, C, carries 0.473; number 8, C, carries 0.786; number 9, C, carries 0.016; number 10, C, carries -0.447; number 11, C, carries 0.277; number 12, C, carries 0.220; number 13, C, carries 0.193; number 14, C, carries -0.394; number 15, C, carries -0.706; number 16, C, carries -0.806; number 17, C, carries -0.185; number 18, C, carries -0.152; number 19, C, carries 0.089; number 20, N, carries -0.151; number 21, N, carries -0.127; number 22, N, carries -0.094; number 23, C, carries -1.299; number 24, C, carries -0.940; number 25, C, carries -0.701; number 26, C, carries -0.425; number 27, C, carries -0.556; number 28, C, carries -1.506; number 29, C, carries 0.324; number 30, H, carries 0.470; number 31, H, carries 0.384; number 32, H, carries 0.379; number 33, H, carries 0.390; number 34, H, carries 0.437; number 35, H, carries 0.621; number 36, H, carries 0.350; number 37, H, carries 0.312; number 38, H, carries 0.262; number 39, H, carries 0.352; number 40, H, carries 0.330; number 41, H, carries 0.328; number 42, H, carries 0.273; number 43, H, carries 0.351; number 44, H, carries 0.271; number 45, H, carries 0.190; number 46, H, carries 0.248; number 47, H, carries 0.344; number 48, H, carries 0.362; number 49, H, carries 0.300; number 50, H, carries 0.387; number 51, H, carries 0.315; number 52, H, carries 0.455; number 53, H, carries 0.526; number 54, H, carries 0.473

# 2
Below is C16H36BCs3O8S4 as an isolated structure in a non-equilibrium geometry, with properties calculated with the ωB97M-V functional and the def2-TZVPD basis.

Its energy relative to the best compared isomer or geometry (same formula, charge and spin) is 4716.7 kJ/mol. The molar mass is 894.251 g/mol. The calculation puts the total energy at -2908.8272 Eh.

```
! wB97M-V def2-TZVPD RIJCOSX def2/J DEFGRID3
* xyz 2 1
Cs 1.249 -2.262 2.008
Cs -2.091 -1.926 1.380
Cs -0.037 -3.496 -0.401
B -0.132 -1.281 0.227
H -1.070 -0.762 0.350
H -0.250 -2.240 0.706
H 0.261 -1.482 -0.758
H 0.637 -0.736 0.753
C -0.867 2.395 1.352
C -0.994 2.037 -0.189
C -2.406 1.560 -0.482
S -3.097 0.952 1.118
O -3.427 -0.489 1.034
O -4.055 1.913 1.649
C -1.500 1.211 2.115
H -1.361 3.326 1.632
H 0.212 2.513 1.446
H -0.233 1.259 -0.238
H -0.600 2.866 -0.778
H -2.441 0.612 -1.017
H -3.110 2.265 -0.924
H -0.897 0.309 2.021
H -1.651 1.451 3.167
C 3.261 -1.467 -3.039
C 3.469 -1.237 -1.498
C 2.199 -0.643 -0.848
S 1.617 0.580 -2.116
O 2.513 1.755 -2.198
O 0.182 0.760 -1.988
C 1.985 -0.693 -3.528
H 3.375 -2.522 -3.289
H 4.080 -1.010 -3.595
H 4.311 -0.546 -1.452
H 3.636 -2.136 -0.905
H 2.247 -0.226 0.158
H 1.391 -1.375 -0.868
H 2.067 -0.227 -4.510
H 1.216 -1.453 -3.666
C -2.477 0.219 -2.213
C -2.949 -1.041 -3.025
C -1.788 -1.994 -3.398
S -0.304 -1.091 -2.866
O 0.101 -0.277 -3.980
O 0.537 -2.093 -2.288
C -1.188 -0.123 -1.598
H -3.214 0.518 -1.468
H -2.217 1.090 -2.816
H -3.310 -0.712 -3.999
H -3.662 -1.599 -2.419
H -1.778 -2.385 -4.415
H -1.943 -2.920 -2.844
H -0.524 0.687 -1.298
H -1.355 -0.866 -0.818
C 0.650 0.573 2.543
C 0.728 -0.418 3.781
C 0.709 0.463 5.039
S 1.607 2.058 4.627
O 3.005 2.083 5.111
O 0.742 3.187 4.940
C 1.714 1.674 2.762
H -0.350 1.004 2.586
H 0.802 -0.070 1.676
H 1.584 -1.092 3.798
H -0.176 -1.026 3.815
H 1.246 -0.052 5.836
H -0.310 0.766 5.277
H 2.741 1.316 2.692
H 1.688 2.566 2.137
*
```

Need the Mulliken charges? In units of e they are: number 1, Cs, carries 1.422; number 2, Cs, carries 0.616; number 3, Cs, carries 1.063; number 4, B, carries 5.808; number 5, H, carries 0.601; number 6, H, carries -1.256; number 7, H, carries 0.433; number 8, H, carries -5.410; number 9, C, carries -0.750; number 10, C, carries 0.524; number 11, C, carries -0.390; number 12, S, carries 1.089; number 13, O, carries -0.770; number 14, O, carries -0.667; number 15, C, carries 1.248; number 16, H, carries 0.453; number 17, H, carries -0.234; number 18, H, carries 0.386; number 19, H, carries 0.672; number 20, H, carries -1.715; number 21, H, carries 0.806; number 22, H, carries -1.936; number 23, H, carries 1.038; number 24, C, carries -1.140; number 25, C, carries -0.803; number 26, C, carries 0.583; number 27, S, carries 1.050; number 28, O, carries -0.741; number 29, O, carries -0.315; number 30, C, carries -0.580; number 31, H, carries 0.419; number 32, H, carries 0.393; number 33, H, carries 0.361; number 34, H, carries 0.350; number 35, H, carries 0.227; number 36, H, carries -2.095; number 37, H, carries 0.878; number 38, H, carries 0.136; number 39, C, carries 0.621; number 40, C, carries -1.012; number 41, C, carries -0.741; number 42, S, carries 0.493; number 43, O, carries -0.627; number 44, O, carries -0.975; number 45, C, carries 3.128; number 46, H, carries 0.057; number 47, H, carries 0.572; number 48, H, carries 0.487; number 49, H, carries 0.377; number 50, H, carries 0.588; number 51, H, carries 0.191; number 52, H, carries -2.303; number 53, H, carries -2.768; number 54, C, carries 4.899; number 55, C, carries -1.590; number 56, C, carries -1.164; number 57, S, carries 1.123; number 58, O, carries -0.629; number 59, O, carries -0.604; number 60, C, carries -1.487; number 61, H, carries 0.392; number 62, H, carries -2.654; number 63, H, carries 1.062; number 64, H, carries 0.568; number 65, H, carries 0.557; number 66, H, carries 0.419; number 67, H, carries 0.460; number 68, H, carries 0.805

# 3
Below is one molecule with the formula C3H5N in a non-equilibrium geometry, with properties calculated with the ωB97M-V functional and the def2-TZVPD basis.

Its energy relative to the best compared isomer or geometry (same formula, charge and spin) is 227.4 kJ/mol. The molar mass is 55.080 g/mol. Its SMILES is C#CCN. The calculation puts the total energy at -171.9685 Eh.

```
! wB97M-V def2-TZVPD RIJCOSX def2/J DEFGRID3
* xyz 0 1
C -0.235 -0.304 0.676
C 0.459 -0.564 -0.602
C 0.814 -0.806 -1.756
H -0.009 1.689 0.276
H -1.052 1.375 1.325
H 0.476 -0.383 1.498
H -1.088 -0.914 0.800
H 1.433 -1.138 -2.632
N -0.799 1.045 0.414
*
```

Need the Mulliken charges? In units of e they are: number 1, C, carries -0.355; number 2, C, carries -0.324; number 3, C, carries -0.034; number 4, H, carries 0.249; number 5, H, carries 0.211; number 6, H, carries 0.244; number 7, H, carries 0.278; number 8, H, carries 0.356; number 9, N, carries -0.624

# 4
Below is C14H42NO10S7V as an isolated structure in a non-equilibrium geometry, with properties calculated with the ωB97M-V functional and the def2-TZVPD basis.

Its energy relative to the best compared isomer or geometry (same formula, charge and spin) is 238.0 kJ/mol. The molar mass is 659.900 g/mol. The calculation puts the total energy at -5096.5168 Eh.

```
! wB97M-V def2-TZVPD RIJCOSX def2/J DEFGRID3
* xyz 1 4
V 0.187 0.295 -0.077
N 2.929 2.131 -0.785
O 3.543 2.380 -1.804
O 3.348 2.590 0.211
O 2.029 1.264 -0.731
C -4.140 -1.414 -0.309
S -3.356 0.231 -0.707
O -1.871 0.024 -0.517
C -3.701 0.335 -2.564
H -5.168 -1.541 -0.648
H -4.096 -1.442 0.780
H -3.662 -2.207 -0.884
H -3.335 1.298 -2.919
H -4.760 0.220 -2.794
H -3.287 -0.465 -3.178
C -2.676 3.865 -0.920
S -1.174 3.758 0.126
O -0.516 2.372 -0.057
C -0.253 5.024 -0.852
H -3.480 3.265 -0.494
H -2.457 3.433 -1.897
H -2.956 4.917 -0.951
H 0.739 5.250 -0.462
H -0.664 6.033 -0.850
H -0.211 4.798 -1.917
C 3.287 -2.440 2.674
S 3.013 -1.708 0.999
O 1.777 -0.825 1.110
C 4.460 -0.610 1.196
H 3.559 -1.717 3.443
H 4.014 -3.252 2.710
H 2.359 -2.939 2.955
H 4.397 -0.047 2.127
H 4.471 0.156 0.420
H 5.334 -1.245 1.051
C -0.453 0.164 -4.938
S -0.470 1.375 -3.539
O -0.358 0.644 -2.199
C 1.144 2.180 -3.804
H -1.219 -0.607 -4.845
H 0.486 -0.386 -5.002
H -0.757 0.525 -5.921
H 1.926 1.432 -3.935
H 1.358 2.863 -2.982
H 1.161 2.655 -4.785
C -1.532 -1.509 3.603
S -1.581 -2.163 1.906
O -0.618 -1.371 1.056
C -0.733 -3.767 2.259
H -0.474 -1.287 3.743
H -1.755 -2.191 4.424
H -2.121 -0.618 3.823
H -0.806 -4.460 1.422
H -1.168 -4.318 3.093
H 0.340 -3.665 2.428
C -0.834 -3.593 -2.475
S 0.824 -2.824 -2.118
O 0.555 -1.672 -1.191
C 1.297 -4.156 -0.971
H -0.668 -4.340 -3.251
H -1.313 -2.740 -2.955
H -1.401 -4.102 -1.695
H 0.897 -4.072 0.040
H 2.334 -4.031 -0.659
H 1.194 -5.134 -1.441
C -0.049 3.082 3.670
S 1.028 1.944 2.643
O 0.044 0.926 2.025
C 1.645 1.014 4.145
H 0.543 3.601 4.424
H -0.801 2.509 4.211
H -0.510 3.859 3.061
H 2.418 1.639 4.591
H 1.969 0.004 3.891
H 0.775 0.797 4.765
*
```

Need the Mulliken charges? In units of e they are: number 1, V, carries 0.617; number 2, N, carries 0.558; number 3, O, carries -0.688; number 4, O, carries -0.633; number 5, O, carries -0.336; number 6, C, carries -0.949; number 7, S, carries 0.270; number 8, O, carries -0.039; number 9, C, carries -0.853; number 10, H, carries 0.467; number 11, H, carries 0.329; number 12, H, carries 0.180; number 13, H, carries 0.198; number 14, H, carries 0.503; number 15, H, carries 0.186; number 16, C, carries -0.933; number 17, S, carries 0.281; number 18, O, carries -0.233; number 19, C, carries -1.112; number 20, H, carries 0.282; number 21, H, carries 0.155; number 22, H, carries 0.510; number 23, H, carries 0.370; number 24, H, carries 0.487; number 25, H, carries 0.300; number 26, C, carries -0.906; number 27, S, carries 0.306; number 28, O, carries 0.065; number 29, C, carries -0.978; number 30, H, carries 0.319; number 31, H, carries 0.442; number 32, H, carries 0.119; number 33, H, carries 0.295; number 34, H, carries 0.247; number 35, H, carries 0.431; number 36, C, carries -1.154; number 37, S, carries 0.450; number 38, O, carries 0.018; number 39, C, carries -1.033; number 40, H, carries 0.268; number 41, H, carries 0.360; number 42, H, carries 0.423; number 43, H, carries 0.354; number 44, H, carries 0.060; number 45, H, carries 0.576; number 46, C, carries -0.784; number 47, S, carries 0.196; number 48, O, carries 0.040; number 49, C, carries -0.842; number 50, H, carries -0.025; number 51, H, carries 0.470; number 52, H, carries 0.311; number 53, H, carries 0.282; number 54, H, carries 0.467; number 55, H, carries -0.032; number 56, C, carries -0.743; number 57, S, carries 0.233; number 58, O, carries -0.005; number 59, C, carries -0.801; number 60, H, carries 0.512; number 61, H, carries 0.022; number 62, H, carries 0.240; number 63, H, carries -0.011; number 64, H, carries 0.348; number 65, H, carries 0.451; number 66, C, carries -1.064; number 67, S, carries 0.662; number 68, O, carries -0.409; number 69, C, carries -1.024; number 70, H, carries 0.444; number 71, H, carries 0.289; number 72, H, carries 0.290; number 73, H, carries 0.463; number 74, H, carries 0.025; number 75, H, carries 0.416

# 5
Below is one molecule with the formula C6H12O, with properties calculated with the ωB97M-V functional and the def2-TZVPD basis.

Its energy relative to the best compared isomer or geometry (same formula, charge and spin) is 94.6 kJ/mol. The molar mass is 100.161 g/mol. Its SMILES is C=C(C)CCCO. The calculation puts the total energy at -311.0233 Eh.

```
! wB97M-V def2-TZVPD RIJCOSX def2/J DEFGRID3
* xyz 0 1
C 0.266 1.643 -1.220
C -0.061 0.175 -1.140
O 0.449 0.798 1.978
C -1.158 -0.340 -1.695
C -0.382 -0.335 1.795
C 0.330 -1.334 0.890
C 0.925 -0.690 -0.372
H -0.576 2.229 -1.603
H 1.126 1.807 -1.884
H 0.546 2.013 -0.227
H -0.107 1.515 2.302
H -1.870 0.286 -2.228
H -1.379 -1.405 -1.646
H -0.608 -0.807 2.764
H -1.334 -0.045 1.328
H -0.396 -2.109 0.611
H 1.135 -1.833 1.445
H 1.307 -1.485 -1.024
H 1.787 -0.083 -0.074
*
```

Need the Mulliken charges? In units of e they are: number 1, C, carries -1.260; number 2, C, carries 0.820; number 3, O, carries -0.539; number 4, C, carries -0.969; number 5, C, carries -0.522; number 6, C, carries -0.588; number 7, C, carries -0.843; number 8, H, carries 0.360; number 9, H, carries 0.288; number 10, H, carries 0.293; number 11, H, carries 0.306; number 12, H, carries 0.298; number 13, H, carries 0.251; number 14, H, carries 0.351; number 15, H, carries 0.347; number 16, H, carries 0.322; number 17, H, carries 0.363; number 18, H, carries 0.379; number 19, H, carries 0.344